No. 1
{
  "formula": "C4H8N4OS",
  "method": "wB97M-V/def2-TZVPD",
  "species": ["C", "C", "C", "C", "N", "N", "N", "N", "O", "S", "H", "H", "H", "H", "H", "H", "H", "H"],
  "coordinates": [[-1.663, -1.383, 0.620], [-2.883, -1.138, 0.052], [-0.970, -0.176, 0.462], [2.941, -0.298, -0.538], [-2.939, 0.087, -0.511], [0.077, 2.446, -0.611], [-1.727, 0.699, -0.255], [1.513, -0.572, -0.377], [1.265, 0.426, 2.038], [0.689, 0.507, 0.684], [-1.465, -2.132, 1.413], [-3.707, -1.838, 0.008], [3.426, -1.306, -0.849], [3.124, 0.499, -1.274], [3.045, 0.009, 0.571], [-0.351, 2.938, 0.164], [-1.161, 1.627, -0.503], [0.785, -0.395, -1.095]],
  "gap_ha": [0.29881, 0.29937],
  "spin_multiplicity": 1
}


No. 2
{
  "formula": "C4H3NO3",
  "method": "wB97M-V/def2-TZVPD",
  "species": ["C", "C", "C", "C", "H", "H", "H", "N", "O", "O", "O"],
  "coordinates": [[-1.177, -0.490, 0.014], [-0.695, 1.023, -0.012], [1.305, -0.484, -0.085], [0.097, -1.311, 0.132], [-1.133, 1.552, -0.871], [-0.941, 1.470, 1.034], [1.325, 1.658, 0.173], [0.788, 0.764, 0.080], [-2.221, -0.952, -0.305], [2.502, -0.737, -0.293], [0.148, -2.493, 0.134]],
  "gap_ha": 0.30988,
  "spin_multiplicity": 1,
  "smiles": "O=C1CNC(=O)C1=O"
}


No. 3
{
  "formula": "C4H9NO2",
  "method": "wB97M-V/def2-TZVPD",
  "species": ["C", "C", "C", "O", "O", "H", "H", "H", "H", "C", "N", "H", "H", "H", "H", "H"],
  "coordinates": [[0.663, 1.047, 0.754], [0.077, 0.428, -0.474], [-2.386, 0.743, 0.277], [-0.629, 1.016, -1.270], [-2.200, 0.610, 1.453], [-2.641, 1.724, -0.162], [1.702, 0.764, 0.885], [0.504, 2.123, 0.754], [0.116, 0.665, 1.618], [0.792, -0.933, -0.929], [1.453, -1.616, 0.153], [0.814, -2.191, 0.686], [2.288, -2.110, -0.134], [0.085, -1.533, -1.518], [1.552, -0.572, -1.631], [-2.189, -0.164, -0.464]],
  "gap_ha": 0.36620,
  "spin_multiplicity": 1,
  "smiles": "CC(=O)CN.C=O"
}


No. 4
{
  "formula": "C5H8NO",
  "method": "wB97M-V/def2-TZVPD",
  "species": ["C", "C", "C", "C", "C", "N", "O", "H", "H", "H", "H", "H", "H", "H", "H"],
  "coordinates": [[-1.366, 0.152, -0.133], [-2.485, 0.785, -0.209], [0.936, 0.758, -0.486], [-0.011, -0.380, -0.252], [0.470, -1.753, 0.152], [0.166, 0.719, 0.725], [2.260, 0.485, -0.342], [-2.738, 1.593, 0.497], [-3.199, 0.426, -0.967], [0.583, 1.614, -1.055], [1.585, -1.520, 0.413], [0.571, -2.462, -0.711], [-0.110, -2.278, 0.815], [0.570, 0.618, 1.653], [2.768, 1.243, -0.100]],
  "gap_ha": 0.40927,
  "spin_multiplicity": 1,
  "charge": 1
}


No. 5
{
  "formula": "C4H8O2",
  "method": "wB97M-V/def2-TZVPD",
  "species": ["C", "O", "C", "C", "C", "O", "H", "H", "H", "H", "H", "H", "H", "H"],
  "coordinates": [[-2.332, 0.381, -0.200], [-1.115, -0.261, -0.491], [-0.162, -0.103, 0.527], [1.111, -0.794, 0.164], [2.277, 0.010, -0.414], [2.241, -0.470, 0.911], [-2.800, -0.028, 0.709], [-2.199, 1.465, -0.060], [-3.002, 0.216, -1.047], [-0.541, -0.488, 1.491], [0.085, 0.963, 0.685], [1.261, -1.507, -0.653], [2.084, 1.053, -0.615], [3.094, -0.435, -1.006]],
  "gap_ha": 0.39423,
  "spin_multiplicity": 1,
  "smiles": "COC[C@H]1CO1"
}


No. 6
{
  "formula": "C28H81N3O11",
  "method": "wB97M-V/def2-TZVPD",
  "species": ["C", "C", "C", "O", "H", "H", "H", "H", "H", "H", "H", "H", "C", "C", "C", "O", "H", "H", "H", "H", "H", "H", "H", "H", "C", "C", "C", "O", "H", "H", "H", "H", "H", "H", "H", "H", "C", "C", "C", "O", "H", "H", "H", "H", "H", "H", "H", "H", "C", "C", "C", "O", "C", "N", "H", "H", "H", "H", "H", "H", "H", "H", "H", "H", "H", "C", "C", "C", "O", "C", "N", "H", "H", "H", "H", "H", "H", "H", "H", "H", "H", "H", "C", "C", "C", "O", "C", "N", "H", "H", "H", "H", "H", "H", "H", "H", "H", "H", "H", "C", "O", "H", "H", "H", "H", "C", "O", "H", "H", "H", "H", "C", "O", "H", "H", "H", "H", "C", "O", "H", "H", "H", "H"],
  "coordinates": [[-12.841, 3.467, -21.240], [-11.643, 4.337, -20.912], [-12.175, 5.602, -20.335], [-10.788, 3.722, -19.941], [-13.242, 3.734, -22.218], [-13.617, 3.516, -20.476], [-12.520, 2.428, -21.297], [-11.036, 4.560, -21.790], [-12.715, 5.451, -19.400], [-12.833, 6.100, -21.046], [-11.401, 6.322, -20.066], [-10.278, 4.420, -19.523], [-5.035, -2.239, -22.541], [-5.649, -3.534, -22.048], [-7.189, -3.458, -22.163], [-5.306, -4.595, -22.853], [-5.347, -1.347, -21.996], [-5.377, -2.083, -23.564], [-3.966, -2.411, -22.416], [-5.474, -3.660, -20.980], [-7.497, -2.724, -21.419], [-7.638, -4.389, -21.817], [-7.594, -3.182, -23.137], [-5.706, -4.477, -23.718], [-7.639, 0.943, -22.324], [-8.144, 1.734, -21.164], [-7.155, 2.041, -20.046], [-8.725, 2.912, -21.574], [-6.631, 1.113, -22.702], [-8.362, 0.939, -23.139], [-7.616, -0.087, -21.968], [-9.001, 1.173, -20.792], [-6.459, 2.847, -20.277], [-6.511, 1.201, -19.787], [-7.691, 2.127, -19.101], [-9.341, 3.183, -20.889], [-7.266, 4.536, -24.234], [-8.543, 4.317, -24.970], [-9.730, 5.184, -24.665], [-8.239, 4.681, -26.342], [-7.425, 4.364, -23.170], [-7.011, 5.578, -24.429], [-6.490, 3.810, -24.477], [-8.896, 3.287, -25.022], [-9.577, 6.258, -24.767], [-10.154, 4.974, -23.683], [-10.568, 4.990, -25.335], [-7.684, 3.988, -26.706], [-11.890, 0.363, -16.709], [-11.533, 0.837, -18.115], [-11.563, -0.290, -19.139], [-10.459, -1.123, -19.114], [-10.512, -2.234, -20.015], [-12.426, 1.913, -18.475], [-11.606, 1.086, -15.946], [-11.382, -0.580, -16.503], [-12.946, 0.127, -16.581], [-10.517, 1.228, -18.051], [-11.707, 0.059, -20.162], [-12.532, -0.756, -18.965], [-11.232, -3.022, -19.792], [-9.515, -2.669, -19.954], [-10.696, -1.826, -21.009], [-12.483, 2.431, -17.610], [-11.887, 2.489, -19.107], [-3.162, 1.627, -21.923], [-1.939, 0.920, -21.288], [-1.177, -0.031, -22.275], [-1.967, -1.016, -22.816], [-1.395, -1.741, -23.968], [-0.911, 1.836, -20.806], [-3.559, 2.463, -21.346], [-4.007, 0.992, -22.189], [-2.882, 2.022, -22.899], [-2.411, 0.316, -20.514], [-0.447, -0.601, -21.701], [-0.519, 0.425, -23.014], [-0.463, -2.270, -23.769], [-1.221, -1.116, -24.844], [-2.134, -2.462, -24.318], [-0.468, 2.303, -21.584], [-1.371, 2.578, -20.298], [-10.873, 0.651, -24.434], [-12.106, 0.133, -25.188], [-12.674, 1.133, -26.167], [-13.980, 0.746, -26.675], [-14.998, 0.860, -25.683], [-11.750, -1.107, -25.865], [-10.078, 1.086, -25.039], [-10.427, -0.200, -23.918], [-11.153, 1.438, -23.734], [-12.792, -0.144, -24.387], [-11.958, 1.340, -26.963], [-12.837, 2.072, -25.638], [-15.957, 0.556, -26.103], [-15.155, 1.871, -25.306], [-14.846, 0.176, -24.848], [-12.527, -1.410, -26.433], [-11.651, -1.839, -25.176], [-6.474, 4.004, -16.904], [-5.729, 4.009, -15.688], [-7.022, 4.924, -17.105], [-5.813, 3.906, -17.765], [-7.210, 3.201, -16.849], [-6.149, 3.376, -15.101], [-3.283, 4.845, -19.800], [-2.401, 3.882, -19.263], [-4.298, 4.456, -19.885], [-3.394, 5.773, -19.239], [-2.861, 5.065, -20.780], [-2.478, 3.946, -18.308], [-4.417, 0.638, -17.202], [-4.156, 0.142, -15.903], [-3.463, 0.769, -17.713], [-4.989, -0.063, -17.809], [-4.929, 1.600, -17.189], [-3.744, -0.724, -15.947], [-8.026, 5.877, -19.665], [-9.069, 5.619, -18.783], [-7.329, 5.041, -19.705], [-8.483, 5.871, -20.655], [-7.429, 6.763, -19.451], [-9.174, 6.342, -18.161]],
  "s2": 0.754,
  "gap_ha": [0.28958, 0.06184],
  "spin_multiplicity": 2,
  "charge": 1
}


no.,strongest force on any atom (eV Å⁻¹)
1,3.7
2,3.7
3,3.2
4,5.1
5,3.4
6,3.7